{
  "formula": "C5H11N3",
  "method": "ωB97M-V/def2-TZVPD",
  "e_homo_ev": -8.99,
  "largest_force_ev_per_a": 3.11,
  "smiles": "[H]/N=C\\C.CCN=C=N",
  "orbital_gap_ev": 9.99,
  "e_above_lowest_kj_mol": 197.7,
  "elements": ["H", "N", "C", "C", "H", "H", "H", "H", "C", "C", "N", "C", "N", "H", "H", "H", "H", "H", "H"],
  "xyz": [[-1.8985, -1.1312, -0.4903], [-1.8667, -0.2770, 0.0682], [-1.5310, 0.7592, -0.6068], [-1.1891, 0.8198, -2.0566], [-1.5894, 1.7085, -0.0829], [-1.1771, -0.1714, -2.5107], [-1.9113, 1.4446, -2.5840], [-0.2095, 1.2877, -2.1729], [1.1545, -1.8227, 1.2042], [0.3951, -0.6229, 1.7564], [0.8890, 0.6175, 1.3373], [1.2018, 1.1167, 0.2781], [1.5560, 1.8334, -0.6489], [2.2007, -1.8122, 1.5187], [0.6974, -2.7467, 1.5598], [1.1220, -1.8115, 0.1135], [-0.7222, -0.6472, 1.2477], [0.3532, -0.6288, 2.8475], [2.5251, 2.0842, -0.7783]],
  "atomic_forces_ev_per_a": [[0.2323, 0.1017, -0.2168], [-0.5167, 0.7659, -0.6511], [-0.7547, -0.8191, 0.0252], [0.1085, -0.0288, -0.0540], [0.2402, 0.1182, 0.1293], [-0.0181, -0.0131, 0.0215], [-0.0461, 0.0273, 0.0022], [-0.0219, -0.0008, -0.0385], [0.1358, 0.1510, 0.2086], [-2.4291, -1.3122, -0.9343], [0.3478, 1.3190, -1.1252], [0.7646, 0.0141, 1.5652], [-0.3341, 0.2887, -0.7522], [0.0069, -0.0439, -0.0401], [0.0138, -0.0120, -0.0361], [0.0240, -0.0501, -0.0320], [2.3809, -0.1496, 1.9909], [-0.1642, -0.0861, -0.1473], [0.0300, -0.2701, 0.0848]]
}